Density functional theory data (ωB97M-V/def2-TZVPD) for a molecular structure, C29H48MoNP3SSe in a non-equilibrium geometry.

Properties
- net charge = +4
- frontier orbital gap (alpha / beta) (eV) = 5.853 / 3.388
- calculated total energy (eV) = -138202.823
- spin multiplicity = 3

Geometry as XYZ:
```
84
Properties=species:S:1:pos:R:3:forces:R:3
Mo -0.486191 -0.267240 -0.223155 1.563 -1.218 1.969
P -1.947203 -2.362810 -0.299957 -1.105 -1.225 -0.062
P 0.554017 -0.739648 -2.382785 0.084 0.207 -2.158
P -1.940487 0.850074 1.401579 -1.515 1.345 0.712
H 0.485856 8.093707 -4.297457 0.044 0.069 0.432
C 0.490558 8.461396 -3.261384 -4.029 -0.256 -2.527
C 1.627537 8.673918 -2.597455 3.924 1.114 2.137
H 2.601006 8.489580 -3.063028 -0.231 -0.051 0.178
C -3.468662 -2.419508 -1.329602 -0.029 0.528 -0.190
C -1.086909 -3.894630 -0.839560 0.574 0.268 -0.217
C -2.591349 -2.922446 1.321653 -0.045 0.213 0.421
C 1.416811 0.746575 -3.009858 -0.010 -0.080 0.132
C 1.826320 -2.039841 -2.446210 0.300 -0.154 0.301
C -0.513822 -1.168222 -3.812173 -0.135 -0.083 0.157
C -1.508412 2.629966 1.475677 0.055 -0.155 0.104
C -1.865732 0.335970 3.152074 0.373 -0.489 -0.040
C -3.758085 0.944997 1.128385 0.241 -0.253 -0.111
H -0.482010 8.749180 -2.835857 0.450 -0.081 -0.133
H 1.627013 9.138423 -1.605715 0.026 -0.243 -0.203
H -3.946740 -3.414961 -1.303298 0.416 0.348 0.165
H -3.231427 -2.177224 -2.372512 -0.075 -0.054 0.177
H -4.193353 -1.679058 -0.964813 0.151 -0.165 -0.098
H -1.721781 -4.786299 -0.712494 0.015 0.486 0.037
H -0.173851 -4.034604 -0.245029 -0.232 -0.039 -0.167
H -0.803239 -3.822956 -1.899438 -0.085 -0.037 0.253
H -3.178039 -3.859873 1.232904 0.345 0.530 -0.220
H -3.239289 -2.156694 1.771078 0.130 -0.218 -0.132
H -1.755659 -3.116733 2.005909 -0.221 0.073 -0.167
H 2.109068 0.455624 -3.808621 -0.142 0.135 0.102
H 1.975727 1.215066 -2.194496 0.089 -0.044 -0.145
H 0.686903 1.471430 -3.392018 0.170 -0.207 0.025
H 1.941338 -2.386236 -3.486611 -0.022 0.180 0.396
H 1.542584 -2.884714 -1.815006 0.066 -0.057 -0.126
H 2.783570 -1.637874 -2.087361 -0.210 -0.135 -0.108
H 0.128947 -1.417167 -4.666379 -0.153 0.080 0.185
H -1.153309 -0.316227 -4.074750 0.208 -0.273 0.047
H -1.151421 -2.031938 -3.584590 0.170 0.147 -0.099
H -1.997995 3.091478 2.343851 0.110 -0.045 -0.254
H -1.828810 3.131745 0.556116 -0.006 -0.071 0.230
H -0.423782 2.746277 1.566275 -0.108 0.056 0.095
H -2.631832 0.867218 3.728458 0.179 -0.058 -0.151
H -0.878277 0.564752 3.569125 -0.176 -0.034 -0.006
H -2.038011 -0.746166 3.231868 0.022 0.302 0.077
H -4.221358 1.375422 2.022727 0.073 -0.054 -0.169
H -4.181782 -0.049038 0.952315 0.006 0.147 0.069
H -3.978372 1.579043 0.264089 0.028 -0.119 0.209
C -1.584645 3.079609 -2.142429 -0.379 0.163 -0.154
C -0.361585 3.687521 -1.843076 -0.247 -0.277 -0.001
C -0.176813 5.022726 -2.211140 -0.410 -0.103 -0.125
C -1.205168 5.715208 -2.861628 0.035 -0.510 0.195
C -2.435718 5.099595 -3.140721 0.329 -0.019 0.093
C -2.632414 3.766297 -2.784438 0.432 -0.405 0.308
Se -1.987011 1.168863 -1.789096 0.466 0.708 -0.179
H -0.445952 1.369559 -0.856363 -0.430 -0.189 -0.150
H 0.431986 3.128622 -1.333769 -0.245 0.329 -0.233
H 0.775524 5.506719 -1.987393 -0.260 -0.168 -0.055
H -1.032409 6.749443 -3.154936 -0.314 -0.317 0.018
H -3.239192 5.641372 -3.635542 0.213 -0.071 0.091
H -3.569745 3.235978 -2.992745 0.318 0.447 -0.005
N 0.983916 -0.528351 1.209291 -1.832 0.407 -1.278
S 2.244513 -1.599000 1.105462 1.582 -1.179 1.227
C 3.095759 -1.380400 2.698833 0.548 0.255 0.114
C 4.464097 -1.708690 2.705420 -0.877 0.204 0.174
C 5.134732 -1.723447 3.928181 0.099 -0.032 -0.010
C 4.471748 -1.399491 5.117380 -0.299 -0.033 -0.279
C 3.118788 -1.042399 5.077567 -0.365 0.130 -0.247
C 2.409583 -1.023177 3.864085 0.435 -0.184 -0.075
C 1.690502 -3.299953 1.379550 -0.257 -0.383 -0.165
C 0.773953 -3.623119 2.375650 -0.151 0.013 0.105
C 0.450079 -4.969759 2.593678 -0.107 0.417 0.214
C 1.077558 -5.978424 1.857007 -0.008 0.133 -0.050
C 2.027376 -5.642540 0.884943 -0.019 0.037 0.124
C 2.340792 -4.308176 0.638776 -0.296 0.752 0.226
H 1.165805 0.178227 1.925146 -0.053 -0.233 0.011
H 4.955429 -1.947066 1.771645 0.201 -0.065 0.078
H 6.190377 -1.997315 3.942390 -0.294 0.115 0.034
H 4.996074 -1.430209 6.077116 -0.165 0.033 -0.424
H 2.580100 -0.776665 5.991403 0.297 -0.103 -0.287
H 1.352773 -0.752604 3.827384 0.251 -0.120 0.233
H 0.343363 -2.820093 2.986546 0.058 -0.451 -0.174
H -0.286360 -5.215731 3.370413 0.415 0.035 -0.366
H 0.831610 -7.026714 2.057599 0.139 0.432 -0.132
H 2.538757 -6.418928 0.321444 -0.101 0.116 0.118
H 3.091746 -4.017224 -0.086104 0.009 -0.213 -0.106
```
Forces are in eV/Å.